Record 1
DFT (ωB97M-V/def2-TZVPD) results for a cluster of 3 separate species, C4H14N4 in total in a non-equilibrium geometry.

Each line ends with the Mulliken charge.
Positions of all 22 atoms, in Å:
H  2.579  -0.431  0.267  0.1722
N  1.901  0.281  0.519  -0.7492
C  1.826  1.238  -0.338  -0.0033
N  1.134  2.375  -0.021  -0.4497
H  2.457  1.337  -1.228  0.3747
H  0.445  2.240  0.711  0.2671
H  0.786  2.912  -0.795  0.2635
C  0.192  -0.146  -2.722  -0.3800
N  -0.156  0.457  -1.686  -0.5576
H  0.823  0.353  -3.467  0.2481
H  -0.113  -1.164  -3.000  0.2390
H  -0.537  -0.087  -0.707  0.5533
C  -1.639  0.093  1.657  -0.9797
N  -0.756  -0.610  0.736  -0.2399
C  -0.871  -2.058  0.855  -1.0595
H  -1.523  1.167  1.519  0.2521
H  -1.423  -0.144  2.706  0.3271
H  -2.677  -0.178  1.451  0.3528
H  0.256  -0.330  0.916  0.3366
H  -1.886  -2.369  0.601  0.3640
H  -0.642  -2.412  1.868  0.3686
H  -0.176  -2.523  0.158  0.2999

Cartesian forces, eV/Å:
H -0.056 0.113 -0.230
N 0.232 0.303 -0.408
C 0.808 0.291 1.161
N -0.026 -0.039 0.177
H -0.287 -0.201 0.040
H 0.202 0.078 -0.127
H -0.072 -0.100 -0.131
C -0.428 -0.394 -0.273
N -0.075 -0.399 1.851
H -0.184 0.138 -0.227
H 0.213 -0.260 0.172
H -0.117 0.748 -2.569
C 0.144 -0.087 -0.067
N 0.960 0.033 0.682
C 0.029 0.161 0.010
H -0.095 0.052 0.009
H -0.043 -0.003 -0.004
H 0.004 0.071 0.003
H -1.201 -0.326 -0.014
H 0.033 -0.041 -0.012
H -0.032 -0.044 -0.024
H -0.009 -0.094 -0.020

Summary:
**E_HOMO**: -0.289 Ha
**Charge**: 0
**Frontier orbital gap**: 8.87 eV
**SMILES string**: [H]/N=C/N.C=N.CNC



Record 2
DFT (ωB97M-V/def2-TZVPD) results for the ion C4H8NO2 with charge +1 in a non-equilibrium geometry.

Each line ends with the Mulliken spin population.
Positions of all 15 atoms, in Å:
C  -0.444  -1.262  0.115  0.5484
C  0.788  -1.695  -0.200  0.4680
C  1.482  0.360  -0.294  0.4879
C  -1.712  0.854  -0.117  0.0205
N  -0.609  0.067  0.489  0.1827
O  1.826  -0.874  0.066  0.1071
O  2.037  1.438  0.065  0.0850
H  -1.365  -1.757  -0.072  0.0380
H  1.028  -2.667  -0.320  0.0253
H  0.994  0.368  -1.262  -0.0053
H  -1.468  1.910  0.120  0.0075
H  -1.554  0.851  -1.190  -0.0004
H  -2.809  0.716  0.197  0.0097
H  -0.673  0.172  1.530  0.0267
H  2.481  1.520  0.873  -0.0011

Cartesian forces, eV/Å:
C -5.294 2.883 0.803
C 4.369 0.860 1.250
C -1.311 -0.569 -2.091
C -0.473 1.227 0.196
N -1.630 -0.699 1.793
O -0.183 -1.107 -0.315
O 0.323 1.941 -1.217
H -0.324 -0.752 -0.960
H 0.946 -2.976 -0.429
H 0.258 0.563 0.098
H -0.195 -0.516 0.237
H -0.482 -0.507 -0.208
H 1.776 -0.466 -0.376
H 1.107 0.336 -0.971
H 1.112 -0.217 2.190

Summary:
**<S²>**: 2.005
**E_HOMO (spin up / spin down)**: -0.385 / -0.561 Ha
**Charge**: +1
**Frontier orbital gap (spin up / spin down)**: 6.52 / 7.61 eV
**Multiplicity**: 3



Record 3
DFT (ωB97M-V/def2-TZVPD) results for the molecule C2H6O in a non-equilibrium geometry.

Each line ends with the Mulliken charge.
Positions of all 9 atoms, in Å:
C  0.610  0.607  -0.527  -0.8706
C  -0.321  -0.457  -0.026  -0.3669
O  -1.270  -0.071  0.916  -0.5640
H  1.119  0.230  -1.441  0.2806
H  1.445  0.786  0.206  0.2295
H  0.153  1.539  -0.706  0.3147
H  -1.005  -0.930  -0.678  0.3246
H  0.216  -1.304  0.315  0.3302
H  -0.948  -0.400  1.942  0.3220

Cartesian forces, eV/Å:
C 1.943 -1.074 0.261
C -0.361 -0.519 0.033
O 0.768 -0.442 6.371
H -0.382 0.362 0.365
H -0.825 -0.161 -0.478
H -0.738 0.993 -0.387
H -0.119 -0.028 -2.250
H 1.067 -0.798 0.595
H -1.353 1.666 -4.510

Summary:
**E_HOMO**: -0.376 Ha
**Charge**: 0
**Frontier orbital gap**: 11.08 eV
**SMILES string**: CCO



Record 4
DFT (ωB97M-V/def2-TZVPD) results for a structure of composition C20H12F5IN3O5STm in a non-equilibrium geometry.

Each line ends with the Mulliken spin population.
Positions of all 48 atoms, in Å:
Tm  1.281  -2.011  0.189  2.0152
C  -1.425  -1.570  3.628  0.0000
C  -1.280  -0.322  2.823  0.0002
N  -2.213  0.588  2.927  -0.0006
C  -2.114  1.735  2.257  0.0021
C  -1.070  2.045  1.414  -0.0010
C  -1.023  3.396  0.735  -0.0003
O  -0.669  3.381  -0.632  0.0000
C  -0.073  1.055  1.208  0.0037
C  0.984  1.286  0.274  -0.0022
N  1.679  0.339  -0.282  -0.0051
C  2.568  0.672  -1.303  -0.0020
C  2.259  1.657  -2.249  -0.0001
C  3.121  1.932  -3.291  0.0000
C  4.320  1.247  -3.408  0.0000
C  4.657  0.274  -2.479  0.0003
C  3.775  -0.010  -1.455  0.0002
I  4.268  -1.524  0.007  -0.0001
C  -0.157  -0.171  1.941  -0.0032
O  0.744  -1.095  1.846  -0.0027
H  -2.440  -1.638  4.007  0.0000
H  -0.730  -1.542  4.468  0.0000
H  -1.192  -2.448  3.025  0.0000
H  -2.923  2.431  2.425  0.0001
H  -0.261  4.009  1.228  0.0000
H  -1.991  3.892  0.875  0.0000
H  -1.375  2.962  -1.136  0.0000
H  1.189  2.321  0.008  0.0002
H  1.322  2.184  -2.156  0.0000
H  2.858  2.690  -4.015  0.0000
H  4.989  1.465  -4.225  0.0000
H  5.589  -0.265  -2.557  0.0000
F  -4.563  0.949  -0.710  0.0000
C  -3.739  -0.077  -0.465  0.0002
C  -2.475  -0.110  -1.038  -0.0004
F  -2.063  0.892  -1.831  0.0000
C  -1.638  -1.172  -0.764  -0.0019
F  -0.363  -1.180  -1.330  -0.0003
C  -1.971  -2.234  0.090  -0.0001
S  -0.881  -3.522  0.389  -0.0030
C  -3.264  -2.167  0.651  0.0008
F  -3.657  -3.122  1.492  0.0000
C  -4.130  -1.125  0.372  0.0000
F  -5.349  -1.109  0.907  0.0000
O  2.971  -4.603  -1.560  0.0005
N  2.369  -3.771  -0.976  -0.0014
O  2.205  -3.823  0.248  -0.0030
O  1.884  -2.790  -1.566  0.0039

Cartesian forces, eV/Å:
Tm -2.955 3.388 1.907
C 0.144 -0.115 -0.119
C 0.353 -0.277 -0.255
N -0.184 -0.136 0.288
C 0.227 0.470 -0.388
C -0.035 -0.248 -0.119
C -0.108 0.127 0.500
O -0.005 -0.048 -0.412
C -0.577 -0.725 0.887
C 0.861 -0.297 -0.501
N -0.534 0.354 0.512
C 0.503 0.435 -0.492
C 0.002 -0.207 0.172
C 0.092 0.047 0.015
C 0.014 -0.029 0.012
C -0.020 -0.091 0.041
C 0.027 -0.455 0.674
I 0.966 1.324 -0.500
C -0.696 1.625 0.253
O -0.577 1.144 2.531
H -0.055 0.015 0.045
H 0.059 -0.097 0.074
H 0.013 -0.036 0.071
H -0.064 0.188 -0.102
H -0.094 0.027 -0.079
H 0.145 -0.022 0.083
H -0.049 -0.061 0.023
H 0.060 -0.127 -0.041
H -0.125 0.042 -0.041
H -0.027 0.033 -0.048
H 0.098 -0.008 -0.059
H 0.070 -0.031 -0.030
F 0.147 -0.165 0.060
C 0.111 -0.288 0.057
C -0.010 0.020 0.065
F -0.062 0.003 0.023
C -0.040 -0.495 0.309
F -0.956 0.243 0.100
C -0.712 0.875 -0.460
S 0.120 -0.849 0.135
C 0.602 0.129 -0.273
F -0.084 0.063 -0.105
C 0.033 0.226 -0.166
F 0.082 0.061 0.007
O 0.749 -1.006 -0.627
N 1.319 -2.645 -2.317
O 0.911 -2.564 2.612
O 0.259 0.187 -4.323

Summary:
**<S²>**: 2.002
**E_HOMO (spin up / spin down)**: -0.291 / -0.292 Ha
**Charge**: 0
**Frontier orbital gap (spin up / spin down)**: 6.95 / 6.98 eV
**Multiplicity**: 3